Molecular formula: C4H5GaLiO5
Method: DFT, wB97M-V/def2-TZVPD

Each line ends with the Mulliken spin population.
Geometry (Å):
O: -2.250 -0.780 1.923  0.0926
C: -1.581 -1.059 0.866  0.0162
O: -1.556 -2.240 0.460  0.0448
O: -0.984 -0.063 0.263  -0.0040
C: 0.602 0.569 -1.149  0.0026
C: -0.638 -0.230 -1.199  -0.0032
Ga: -2.467 -2.568 1.887  0.8098
H: 1.250 0.330 -1.998  -0.0010
H: 0.007 1.547 -1.378  -0.0072
H: -0.422 -1.270 -1.470  -0.0008
H: -1.466 0.234 -1.746  -0.0022
Li: -2.635 0.950 2.524  0.0050
O: 1.489 0.882 -0.013  -0.0078
C: 2.680 1.171 -0.172  0.0470
O: 3.519 1.251 0.748  0.0080
H: 4.452 1.274 0.453  0.0003

Computed properties:
spin multiplicity	2
charge	+4
expectation value of S²	0.756
frontier orbital gap (spin up / spin down)	2.237 / 6.005	eV
HOMO (spin up / spin down)	-24.9 / -28.3	eV
E_LUMO (spin up / spin down)	-22.65 / -22.30	eV



Molecular formula: C5H11N
Method: DFT, wB97M-V/def2-TZVPD

Each line ends with the Löwdin charge.
Geometry (Å):
C: -0.287 -1.268 -1.601  -0.0903
N: -0.364 -0.886 -0.232  -0.1958
C: -1.456 -0.362 0.481  -0.0745
C: 0.087 0.271 0.410  -0.4319
C: 0.743 0.224 1.771  -0.0647
C: 0.727 1.373 -0.486  -0.0281
H: -0.581 -0.502 -2.335  0.0762
H: 0.741 -1.584 -1.795  0.0863
H: -0.955 -2.128 -1.710  0.0865
H: -1.931 -1.150 1.112  0.1015
H: -2.192 0.372 0.166  0.0809
H: 0.341 1.062 2.358  0.0825
H: 1.836 0.328 1.764  0.0719
H: 0.456 -0.704 2.264  0.0774
H: 0.720 2.370 -0.038  0.0717
H: 1.803 1.137 -0.632  0.0886
H: 0.311 1.446 -1.495  0.0620

Computed properties:
charge	0
frontier orbital gap	9.353	eV
HOMO	-8.3	eV
E_LUMO	1.03	eV
structure (SMILES)	CN1CC1(C)C



Molecular formula: C10H14Br6O4
Method: DFT, wB97M-V/def2-TZVPD

Each line ends with the Löwdin charge.
Geometry (Å):
O: -0.042 -0.618 1.292  -0.1159
C: 0.805 0.110 1.814  -0.5703
O: 1.872 0.533 1.204  -0.0805
C: 2.664 1.341 2.022  -0.1064
C: 2.286 0.909 3.461  -0.1133
C: 0.815 0.663 3.215  -0.1775
H: 2.468 2.392 1.808  0.1471
H: 3.697 1.072 1.805  0.1409
H: 2.455 1.836 4.008  0.1170
H: 2.796 0.058 3.913  0.1233
H: 0.355 1.649 3.152  0.0186
H: 0.223 0.009 3.854  0.1385
O: 0.880 1.094 -3.692  0.0769
C: 0.932 0.371 -2.742  -0.6326
O: 1.588 0.746 -1.652  -0.0257
C: 1.423 -0.200 -0.644  -0.2196
C: 0.739 -1.506 -1.254  -0.0926
C: 0.253 -1.013 -2.644  -0.0907
H: 0.731 0.259 0.063  0.0391
H: 2.419 -0.452 -0.278  0.1496
H: -0.106 -1.759 -0.613  0.0821
H: 1.465 -2.319 -1.257  0.1115
H: -0.832 -0.909 -2.629  0.0382
H: 0.529 -1.759 -3.388  0.1222
C: -1.621 0.674 0.064  -1.2717
Br: -1.356 1.612 1.804  0.8490
Br: -0.984 1.822 -1.357  0.8881
Br: -3.547 0.320 -0.192  0.6989
H: -1.108 -0.272 0.241  -0.0389
C: -4.294 -1.196 -2.250  -1.5906
Br: -5.201 -0.840 -4.046  0.4947
Br: -2.965 -2.654 -2.333  0.5902
Br: -5.551 -1.671 -0.861  0.5420
H: -3.786 -0.302 -1.888  -0.2416

Computed properties:
charge	0
frontier orbital gap	9.475	eV
HOMO	-9.7	eV
E_LUMO	-0.19	eV



Molecular formula: C6H14O
Method: DFT, wB97M-V/def2-TZVPD

Each line ends with the Löwdin charge.
Geometry (Å):
C: -3.277 0.245 -0.163  -0.0362
C: -2.163 0.220 0.563  -0.2158
C: -1.197 -0.939 0.602  -0.2254
C: 0.230 -0.612 1.054  -0.1857
C: 1.164 -0.003 0.017  -0.2653
O: 2.425 0.107 0.639  -0.1975
C: 3.431 0.611 -0.198  -0.1250
H: -3.532 -0.569 -0.841  0.0610
H: -3.982 1.070 -0.107  0.0526
H: -1.949 1.054 1.234  0.1027
H: -1.603 -1.662 1.323  0.1152
H: -1.194 -1.456 -0.368  0.1052
H: 0.713 -1.533 1.401  0.1165
H: 0.199 0.061 1.920  0.1175
H: 1.231 -0.650 -0.876  0.1238
H: 0.812 0.986 -0.327  0.1218
H: 3.584 -0.025 -1.084  0.0880
H: 4.355 0.628 0.386  0.0881
H: 3.207 1.634 -0.539  0.0882
H: -1.211 0.432 -2.689  0.0551
H: -1.242 0.400 -1.947  0.0152

Computed properties:
charge	0
frontier orbital gap	10.759	eV
HOMO	-9.6	eV
E_LUMO	1.16	eV
structure (SMILES)	C=CCCCOC.[H][H]